[1]
{
  "formula": "C22H32N2O13",
  "method": "ωB97M-V/def2-TZVPD",
  "e_tot_ha": -1945.18309,
  "lumo_ev": -0.498,
  "smiles": "CC(=O)OCc1cc2c(cc1CCN)C(=O)NC2=O.COC(=O)OC.COC(=O)OC.COC(=O)OC",
  "species": ["C", "C", "O", "O", "C", "C", "C", "C", "C", "C", "C", "C", "C", "N", "C", "O", "N", "C", "O", "H", "H", "H", "H", "H", "H", "H", "H", "H", "H", "H", "H", "H", "H", "C", "O", "C", "O", "O", "C", "H", "H", "H", "H", "H", "H", "C", "O", "C", "O", "O", "C", "H", "H", "H", "H", "H", "H", "C", "O", "C", "O", "O", "C", "H", "H", "H", "H", "H", "H"],
  "coordinates": [[2.406, 5.544, -6.981], [3.122, 4.200, -7.063], [4.304, 4.185, -7.305], [2.483, 2.993, -6.923], [1.375, 3.014, -6.030], [1.758, 3.095, -4.566], [3.048, 3.269, -4.105], [3.273, 3.292, -2.757], [2.270, 3.138, -1.823], [0.978, 2.987, -2.280], [0.719, 2.964, -3.631], [-0.743, 2.791, -4.031], [-1.508, 4.133, -4.046], [-1.437, 4.731, -5.391], [2.833, 3.160, -0.417], [2.299, 2.959, 0.638], [4.229, 3.445, -0.613], [4.581, 3.473, -2.002], [5.689, 3.634, -2.440], [1.315, 5.495, -7.023], [2.769, 6.100, -6.113], [2.726, 6.112, -7.861], [0.629, 3.781, -6.269], [0.855, 2.058, -6.170], [3.881, 3.366, -4.797], [0.164, 2.881, -1.565], [-0.803, 2.323, -5.019], [-1.243, 2.141, -3.304], [-1.135, 4.860, -3.318], [-2.559, 3.922, -3.786], [-1.889, 4.099, -6.043], [-1.901, 5.629, -5.429], [4.365, 4.399, -0.276], [0.722, -3.052, 3.442], [1.952, -2.620, 2.855], [1.834, -1.540, 2.085], [0.815, -0.936, 1.867], [3.038, -1.242, 1.600], [3.060, -0.091, 0.752], [0.933, -3.931, 4.044], [0.314, -2.278, 4.091], [0.002, -3.325, 2.672], [2.747, 0.794, 1.296], [2.428, -0.247, -0.123], [4.087, 0.047, 0.421], [-3.292, -6.394, 1.863], [-3.348, -7.163, 3.065], [-2.361, -6.905, 3.924], [-1.475, -6.110, 3.762], [-2.530, -7.681, 4.994], [-1.536, -7.506, 6.005], [-4.139, -6.693, 1.253], [-3.373, -5.331, 2.083], [-2.373, -6.602, 1.316], [-1.549, -6.485, 6.384], [-0.548, -7.757, 5.621], [-1.781, -8.186, 6.816], [-4.653, -3.426, 6.914], [-3.425, -2.995, 6.329], [-3.538, -1.913, 5.556], [-4.554, -1.310, 5.332], [-2.331, -1.619, 5.077], [-2.299, -0.472, 4.223], [-4.431, -4.305, 7.514], [-5.064, -2.653, 7.561], [-5.372, -3.699, 6.142], [-2.615, 0.420, 4.762], [-2.925, -0.629, 3.345], [-1.272, -0.337, 3.894]]
}

---

[2]
{
  "formula": "C22H32N6O8P2Zr",
  "method": "ωB97M-V/def2-TZVPD",
  "charge": 2,
  "e_tot_ha": -2517.80804,
  "lumo_ev": -4.952,
  "relative_energy_kj_mol": 0.00,
  "species": ["Zr", "C", "C", "N", "C", "C", "C", "C", "C", "C", "C", "N", "C", "C", "N", "N", "H", "H", "H", "H", "H", "H", "H", "H", "H", "H", "H", "H", "H", "H", "H", "H", "H", "H", "O", "C", "C", "C", "C", "C", "C", "C", "N", "C", "C", "N", "H", "H", "H", "H", "H", "H", "H", "C", "C", "O", "P", "O", "O", "O", "P", "O", "O", "O", "H", "H", "H", "H", "H", "H", "H"],
  "coordinates": [[-0.007, 0.082, -0.078], [-0.156, -0.572, 3.228], [-0.589, -1.904, 2.677], [-0.037, -2.087, 1.317], [-0.780, -3.152, 0.631], [-2.058, -2.575, 0.090], [-3.143, -3.372, -0.212], [-4.300, -2.777, -0.694], [-4.342, -1.403, -0.827], [-3.214, -0.665, -0.495], [-3.205, 0.831, -0.620], [-2.042, 1.423, 0.051], [-2.288, 1.947, 1.410], [-1.973, 0.893, 2.447], [-0.561, 0.482, 2.280], [-2.088, -1.238, -0.061], [0.929, -0.532, 3.331], [-0.589, -0.400, 4.217], [-1.677, -1.947, 2.603], [-0.286, -2.723, 3.335], [0.930, -2.379, 1.415], [-1.012, -3.979, 1.310], [-0.173, -3.554, -0.177], [-3.086, -4.441, -0.059], [-5.166, -3.377, -0.941], [-5.232, -0.894, -1.170], [-4.140, 1.238, -0.227], [-3.161, 1.095, -1.678], [-1.699, 2.183, -0.527], [-3.316, 2.301, 1.514], [-1.628, 2.802, 1.554], [-2.609, 0.016, 2.323], [-2.144, 1.286, 3.454], [0.010, 1.303, 2.478], [0.509, 2.025, 0.289], [1.291, 2.747, 1.084], [1.002, 4.101, 1.292], [1.774, 4.853, 2.155], [2.846, 4.281, 2.836], [3.152, 2.955, 2.623], [2.393, 2.173, 1.740], [2.800, 0.812, 1.416], [2.059, -0.162, 0.893], [2.907, -1.239, 0.684], [4.148, -0.925, 1.120], [4.065, 0.370, 1.567], [0.170, 4.544, 0.761], [1.538, 5.898, 2.306], [3.433, 4.873, 3.524], [3.979, 2.513, 3.166], [2.582, -2.139, 0.190], [5.067, -1.482, 1.127], [4.835, 0.932, 1.892], [2.248, -0.899, -4.357], [0.834, -0.579, -3.885], [-0.098, -0.441, -4.958], [0.127, -1.908, -2.850], [-1.406, -1.923, -3.194], [0.707, -3.328, -3.177], [0.442, -1.663, -1.407], [0.821, 0.877, -2.763], [0.966, 2.069, -3.784], [1.874, 0.722, -1.718], [-0.554, 0.859, -2.071], [2.234, -1.739, -5.051], [2.895, -1.136, -3.513], [2.671, -0.035, -4.872], [0.155, 0.301, -5.525], [-1.602, -1.299, -3.920], [0.449, -3.732, -4.018], [1.518, 2.811, -3.500]]
}

---

[3]
{
  "formula": "C22H32N8PSSm",
  "method": "ωB97M-V/def2-TZVPD",
  "charge": 2,
  "e_tot_ha": -2692.63555,
  "lumo_ev": [-6.970, -6.501],
  "s2": 8.763,
  "relative_energy_kj_mol": 0.00,
  "spin_multiplicity": 6,
  "species": ["Sm", "N", "C", "S", "N", "N", "C", "C", "C", "C", "C", "C", "C", "C", "C", "C", "C", "C", "N", "H", "H", "H", "H", "H", "H", "H", "H", "H", "H", "H", "C", "N", "C", "N", "C", "N", "C", "N", "C", "C", "H", "H", "H", "H", "H", "H", "H", "H", "H", "H", "H", "H", "C", "P", "C", "C", "H", "H", "H", "H", "H", "H", "H", "H", "H"],
  "coordinates": [[1.264, 0.009, -0.613], [-1.750, -1.771, -3.608], [-0.924, -1.550, -2.580], [0.637, -0.845, -3.028], [-1.362, -1.862, -1.387], [-0.472, -1.593, -0.376], [-0.876, -1.896, 0.821], [-2.184, -2.490, 1.162], [-2.618, -3.673, 0.568], [-3.837, -4.215, 0.938], [-4.637, -3.565, 1.868], [-4.215, -2.377, 2.448], [-2.980, -1.847, 2.109], [0.057, -1.612, 1.948], [-0.037, -2.300, 3.151], [0.883, -2.022, 4.152], [1.869, -1.074, 3.933], [1.911, -0.443, 2.704], [1.030, -0.703, 1.729], [-1.461, -1.603, -4.555], [-2.643, -2.203, -3.431], [-2.003, -4.166, -0.172], [-4.169, -5.144, 0.495], [-5.593, -3.989, 2.142], [-4.845, -1.871, 3.167], [-2.647, -0.928, 2.578], [-0.813, -3.037, 3.288], [0.828, -2.549, 5.095], [2.596, -0.828, 4.693], [2.674, 0.299, 2.491], [0.187, 3.004, 0.380], [-0.735, 4.106, 0.466], [-0.852, 4.732, -0.858], [-1.335, 3.774, -1.854], [-0.412, 2.676, -1.947], [-0.253, 1.973, -0.618], [-1.631, 1.516, -0.197], [-2.553, 2.617, -0.117], [-2.053, 3.591, 0.856], [-2.642, 3.265, -1.430], [0.271, 2.520, 1.361], [1.174, 3.375, 0.077], [0.122, 5.117, -1.164], [-1.550, 5.565, -0.794], [0.571, 3.042, -2.259], [-0.763, 1.942, -2.676], [-1.542, 1.042, 0.788], [-1.980, 0.772, -0.918], [-1.981, 3.120, 1.838], [-2.753, 4.423, 0.921], [-3.347, 4.093, -1.371], [-3.006, 2.546, -2.165], [5.515, -0.201, -0.041], [4.163, -0.382, -1.240], [4.347, -2.068, -1.895], [4.626, 0.692, -2.633], [6.471, -0.434, -0.513], [5.368, -0.880, 0.798], [5.557, 0.820, 0.338], [5.352, -2.213, -2.296], [3.619, -2.248, -2.686], [4.185, -2.799, -1.101], [5.613, 0.423, -3.015], [4.654, 1.735, -2.316], [3.910, 0.592, -3.450]]
}

---

[4]
{
  "formula": "C22H32O20S5",
  "method": "ωB97M-V/def2-TZVPD",
  "e_tot_ha": -4353.06285,
  "lumo_ev": 0.157,
  "species": ["C", "C", "O", "S", "O", "O", "O", "H", "H", "H", "H", "C", "C", "O", "S", "O", "O", "O", "H", "H", "H", "H", "C", "C", "O", "S", "O", "O", "O", "H", "H", "H", "H", "C", "C", "O", "S", "O", "O", "O", "H", "H", "H", "H", "C", "C", "O", "S", "O", "O", "O", "H", "H", "H", "H", "C", "C", "C", "C", "C", "C", "H", "H", "H", "H", "H", "H", "C", "C", "C", "C", "C", "C", "H", "H", "H", "H", "H", "H"],
  "coordinates": [[-4.175, 3.976, -1.464], [-4.573, 2.660, -0.875], [-5.657, 3.003, -0.042], [-6.570, 3.977, -0.889], [-7.107, 4.953, -0.049], [-7.413, 3.263, -1.765], [-5.359, 4.640, -1.800], [-3.571, 3.824, -2.406], [-3.606, 4.591, -0.778], [-3.768, 2.386, -0.159], [-4.992, 1.963, -1.566], [2.318, 0.762, -6.597], [1.236, 1.615, -5.902], [2.005, 2.759, -5.362], [3.307, 2.157, -4.697], [3.148, 1.745, -3.353], [4.387, 2.983, -5.044], [3.410, 0.850, -5.625], [2.708, 1.201, -7.555], [2.008, -0.276, -6.668], [0.735, 1.059, -5.081], [0.532, 2.208, -6.590], [2.039, -1.891, -3.271], [0.942, -2.388, -2.248], [-0.228, -2.795, -3.033], [-0.097, -1.937, -4.387], [-0.360, -0.527, -4.164], [-0.825, -2.622, -5.365], [1.509, -2.022, -4.611], [2.914, -2.516, -3.223], [2.299, -0.881, -2.984], [0.609, -1.596, -1.495], [1.299, -3.334, -1.910], [1.606, -0.121, 1.113], [2.878, 0.672, 1.102], [3.714, -0.027, 2.125], [2.755, -0.236, 3.307], [2.581, 0.873, 4.138], [3.065, -1.527, 3.925], [1.380, -0.456, 2.501], [1.668, -0.993, 0.486], [0.739, 0.507, 0.852], [2.702, 1.667, 1.376], [3.456, 0.680, 0.130], [1.560, -4.004, 2.749], [2.971, -4.403, 3.110], [3.860, -4.198, 1.902], [2.859, -4.096, 0.739], [2.313, -5.420, 0.367], [3.330, -3.301, -0.358], [1.637, -3.302, 1.473], [1.242, -3.255, 3.475], [0.825, -4.785, 2.669], [2.908, -5.445, 3.323], [3.321, -3.775, 3.890], [-0.143, -1.014, 5.850], [-1.164, -1.827, 5.434], [-2.305, -1.313, 4.901], [-2.420, 0.125, 4.890], [-1.417, 0.980, 5.384], [-0.228, 0.382, 5.830], [0.707, -1.473, 6.186], [-0.893, -2.946, 5.440], [-3.124, -1.972, 4.530], [-3.308, 0.552, 4.492], [-1.523, 2.069, 5.352], [0.648, 0.978, 6.091], [-1.592, 0.983, -1.155], [-1.189, 2.279, -0.856], [-0.935, 2.582, 0.461], [-1.244, 1.716, 1.523], [-1.722, 0.461, 1.204], [-1.857, 0.095, -0.125], [-1.729, 0.693, -2.245], [-0.979, 3.040, -1.544], [-0.546, 3.591, 0.725], [-1.179, 2.130, 2.557], [-2.128, -0.080, 2.028], [-2.202, -0.877, -0.392]]
}